{
  "formula": "C4H7ClN2S",
  "method": "ωB97M-V/def2-TZVPD",
  "e_tot_ev": -30598.44953,
  "gap_ev": 9.2213,
  "e_above_lowest_kj_mol": 80.9,
  "charge": 0,
  "symbols": ["H", "N", "C", "N", "S", "C", "C", "C", "Cl", "H", "H", "H", "H", "H", "H"],
  "positions_angstrom": [[-2.48402, 1.92899, 0.07789], [-1.52376, 2.20093, -0.31077], [-0.68320, 1.20746, -0.15727], [0.62627, 1.44463, -0.34705], [1.60752, 0.41057, -1.23561], [1.55431, -1.06681, -0.16760], [0.26900, -1.10886, 0.65851], [-0.97295, -0.26249, 0.17882], [-1.71426, -1.01679, -1.24257], [0.74284, 2.47726, -0.48798], [1.31111, -1.86079, -0.85597], [2.44027, -1.31676, 0.45926], [0.52747, -0.67563, 1.63180], [-0.04585, -2.11692, 0.84594], [-1.65478, -0.24479, 0.95260]],
  "lowdin_charge": [0.0717, 0.1053, -0.5807, -0.3384, 0.8949, -0.4589, -0.2637, -0.6258, 0.6450, 0.1238, 0.0532, 0.0922, 0.1124, 0.0991, 0.0699]
}